#a
A gas-phase ion, C3H7N2 (charge +1), computed with the ωB97M-V functional and the def2-TZVPD basis.

Geometry (Å):
N 1.0515 -0.6458 0.6129
N -0.8049 1.5822 -0.4636
C -1.0223 0.2260 -0.0916
C -0.6054 1.3843 0.7453
C 0.1429 -0.6398 -0.5110
H 0.4430 -0.1324 -1.4343
H 0.7202 -0.9671 1.5415
H -0.6005 2.1950 -1.2735
H 1.7825 -1.2751 0.3367
H -0.0635 -1.6143 -0.8818
H -0.2157 1.8211 1.6283
H -1.9553 -0.0993 -0.0063

- Highest occupied orbital energy: -14.28 eV
- Net charge: +1
- SMILES string: NC[C@H]1C=[NH+]1



#b
A gas-phase ion, C3H7N2 (charge +1), computed with the ωB97M-V functional and the def2-TZVPD basis.

Geometry (Å):
N -0.4183 0.1777 0.0457
N 1.9361 -0.9555 0.4486
C 0.8368 -0.0990 -0.0186
C 0.3145 1.1706 -0.6086
C -1.7755 -0.1960 0.1920
H -1.9902 -0.5066 1.1861
H -1.9156 -1.1350 -0.3982
H 1.7934 -1.9067 0.8883
H 0.2619 1.2666 -1.7009
H 0.3918 2.0750 0.0169
H 2.8749 -0.5491 0.1464
H -2.3097 0.6580 -0.1978

- Highest occupied orbital energy: -15.20 eV
- Net charge: +1
- SMILES string: CN1CC1=[NH2+]



#c
A gas-phase ion, C3H7N2 (charge +1), computed with the ωB97M-V functional and the def2-TZVPD basis.

Geometry (Å):
N -0.1486 -0.2843 -1.7846
N -0.8904 -0.9157 1.2513
C 0.7765 0.9254 -1.9986
C 0.3513 0.2891 -0.7947
C 0.2113 0.1030 1.0485
H 0.1210 1.7909 -2.2656
H -0.5208 -1.8955 1.0068
H 1.7344 0.9275 -2.5310
H -0.0365 0.9667 1.6039
H 1.1440 -0.3367 1.5344
H -1.1200 -0.9468 2.2514
H -1.6221 -0.6237 0.6784

- Highest occupied orbital energy: -14.76 eV
- Net charge: +1
- SMILES string: [NH3+]CC1=NC1



#d
2 unconnected molecules or ions with the total composition C3H7N2, computed with the ωB97M-V functional and the def2-TZVPD basis.

Geometry (Å):
N 0.0722 0.2753 -0.1444
N 2.2570 -0.8128 0.1758
C -2.8292 -0.5618 0.4725
C 1.3737 0.1518 -0.1277
C 0.8470 1.4378 -0.6220
H 3.2288 -0.8967 -0.0611
H -3.6279 0.0500 0.0871
H 1.9408 -1.5473 0.7514
H -2.3318 -1.0848 -0.3990
H -2.8673 -0.7951 1.5620
H 1.0029 1.4907 -1.7301
H 0.9338 2.2928 0.0354

- Highest occupied orbital energy (spin up / spin down): -13.55 / -13.23 eV
- Net charge: +1



Which of them is the most stable? Correct choice: #b.



#a
A gas-phase ion, C3H7N2 (charge +1), computed with the ωB97M-V functional and the def2-TZVPD basis.

Geometry (Å):
N -0.4477 0.0943 0.1175
N 1.8762 -0.6675 0.0220
C 0.8771 0.1237 0.0432
C 0.2229 1.4100 0.0259
C -1.6739 -0.6119 0.0373
H 0.2720 2.1385 0.8870
H 2.8151 -0.2848 0.2411
H 1.7122 -1.5865 -0.2639
H -1.2539 -1.5723 -0.2030
H -2.2088 -0.4194 -0.9816
H 0.1246 1.8604 -0.8895
H -2.3158 -0.4845 0.9641

- Highest occupied orbital energy: -15.08 eV
- Net charge: +1
- SMILES string: CN1CC1=[NH2+]



#b
A gas-phase ion, C3H7N2 (charge +1), computed with the ωB97M-V functional and the def2-TZVPD basis.

Geometry (Å):
N 0.4457 -0.1297 0.0674
N -1.7327 0.5051 0.0362
C 1.9126 -0.2652 0.0052
C 1.0739 0.9508 0.0171
C -0.9054 -0.6379 0.0239
H 0.9726 2.0153 -0.0088
H -2.0526 0.8297 -0.8658
H 2.4244 -0.5743 0.9090
H 2.3503 -0.6178 -0.9212
H -0.9559 -1.2833 -0.8680
H -1.0385 -1.2762 0.9079
H -2.4944 0.4833 0.6971

- Highest occupied orbital energy: -14.87 eV
- Net charge: +1
- SMILES string: NC[N+]1=CC1



#c
A molecular structure, C3H7N2, computed with the ωB97M-V functional and the def2-TZVPD basis.

Geometry (Å):
N -0.1530 -0.1356 0.1067
N -0.5034 1.5465 -0.8942
C 0.1157 -1.2207 0.9111
C -1.0332 0.8186 0.0355
C 0.5181 0.5855 -1.0658
H 0.3401 0.0692 -1.9687
H 1.5252 0.9123 -0.8091
H 0.7282 -0.7935 1.6669
H -1.8357 1.1049 0.7363
H 0.6550 -2.0558 0.2882
H -0.9471 -1.5041 1.1803
H -0.7474 2.3005 -1.4205

- Highest occupied orbital energy: -15.22 eV
- Net charge: +1



Which of them is the most stable? Correct choice: #c.



#a
A gas-phase ion, C5H10NO (charge +1), computed with the ωB97M-V functional and the def2-TZVPD basis.

Geometry (Å):
O -0.3694 0.2336 -0.3518
N 1.9423 0.5621 -0.4743
C 0.6711 0.7043 0.3051
C -3.9479 0.2502 0.0265
C 2.9167 -0.4542 0.0243
C -1.6122 0.3824 0.1562
C -2.7440 -0.0615 -0.4570
H 1.5429 0.4776 -1.3599
H 3.7349 -0.3968 -0.6347
H -3.8847 0.9265 0.8491
H 0.8460 1.4488 1.0425
H -1.8128 0.8569 1.2005
H 2.5974 -1.4892 -0.2139
H 2.3157 1.5195 -0.4696
H 3.1738 -0.2429 1.0213
H -4.8688 0.1358 -0.6382
H -2.6663 -0.8710 -1.2352

- Highest occupied orbital energy (spin up / spin down): -11.25 / -12.40 eV
- Net charge: +1



#b
A gas-phase ion, C5H10NO (charge +1), computed with the ωB97M-V functional and the def2-TZVPD basis.

Geometry (Å):
O 2.2538 -0.5295 0.4835
N -0.1485 0.5559 0.4158
C -0.7665 1.8440 0.5173
C 0.5302 -1.4582 -0.7532
C -1.4708 0.5890 1.0334
C 1.8326 -1.5293 -0.0208
C 0.0186 -0.0421 -0.9161
H -0.2733 2.5436 1.1601
H -2.2998 0.1985 0.4518
H -0.2652 -2.0113 -0.2375
H -1.2406 2.4526 -0.2527
H 0.8080 0.6654 0.8506
H -0.8997 0.1160 -1.5084
H 2.3369 -2.4950 0.0361
H 0.7755 0.5001 -1.5707
H -1.5924 0.4199 2.0893
H 0.4011 -1.8195 -1.7783

- Highest occupied orbital energy: -14.67 eV
- Net charge: +1
- SMILES string: O=CCC[NH+]1CC1



Which of them is the most stable? Correct choice: #b.



#a
2 unconnected molecules or ions with the total composition C5H10NO, computed with the ωB97M-V functional and the def2-TZVPD basis.

Geometry (Å):
O 0.2884 0.2868 0.6376
N -0.6622 0.8322 -1.5190
C -0.8025 -0.3995 -2.1421
C 1.0442 -1.1078 2.3559
C 0.9185 0.1881 1.7104
C 0.0828 1.6679 -0.9532
C -1.9535 0.2218 -1.5106
H -0.9508 -0.2529 -3.2182
H 0.8201 -1.0429 3.4028
H -2.6513 0.6853 -2.2268
H 1.9870 -1.5842 2.1320
H -0.1816 -1.1991 -1.7453
H -2.4342 0.1776 -0.5413
H 1.4225 1.1501 2.0518
H 0.2885 -1.6299 1.7242
H 1.1271 1.6184 -1.1406
H -0.2852 2.4869 -0.2094

- Highest occupied orbital energy: -14.50 eV
- Net charge: +1



#b
A gas-phase ion, C5H10NO (charge +1), computed with the ωB97M-V functional and the def2-TZVPD basis.

Geometry (Å):
O 1.2157 -0.5380 -3.6745
N 0.1809 -0.2700 1.0002
C -0.0941 0.3422 -0.3013
C 0.4354 0.0476 -2.7630
C 0.6391 1.0271 0.8274
C 0.6609 -0.1806 -1.4280
C -0.9182 -0.6121 1.9605
H 1.7695 1.0241 0.7090
H 1.2105 -0.0752 -4.5827
H -1.1467 0.4892 -0.5591
H -1.6651 0.2552 2.1229
H 0.1546 1.8445 1.3999
H 1.4139 -0.8407 -1.1410
H 0.8511 -0.9940 1.1091
H -1.2886 -1.5853 1.4312
H -0.4186 -0.7683 2.9440
H -0.3494 0.7256 -3.1508

- Highest occupied orbital energy: -12.74 eV
- Net charge: +1
- SMILES string: C[N@@H+]1C[C@H]1/C=C/O



#c
2 unconnected molecules or ions with the total composition C5H10NO, computed with the ωB97M-V functional and the def2-TZVPD basis.

Geometry (Å):
O -2.1559 0.3766 0.0095
N 0.0530 -1.1342 -1.6582
C 0.1265 0.4827 0.6079
C 0.3696 -1.8253 -2.4784
C -0.1644 -0.6987 1.4082
C -1.0745 1.2273 0.0327
C 1.4206 0.8170 0.4139
H -1.0001 -1.2066 1.1226
H -1.8759 -0.4079 -0.4632
H -0.4253 -0.1438 2.3217
H 0.7517 -1.2130 1.5936
H 1.5967 1.8968 0.1390
H 0.4972 -2.5038 -3.2786
H -1.1673 2.1601 0.6120
H -0.7564 1.4830 -1.0459
H 2.1289 0.3788 1.1992
H 1.6755 0.3111 -0.5360

- Highest occupied orbital energy: -15.18 eV
- Net charge: +1



Which of them is the most stable? Correct choice: #b.



#a
A gas-phase ion, C5H10NO (charge +1), computed with the ωB97M-V functional and the def2-TZVPD basis.

Geometry (Å):
O 1.0796 1.5667 1.4189
N 1.4020 -0.8110 0.5315
C -1.0067 -0.7660 -2.0408
C 0.2446 -0.0558 0.0480
C -0.8712 -0.6463 -0.7236
C 0.2693 1.3639 0.2679
C -1.6522 -0.8669 0.4553
H 2.3135 -0.6421 0.0355
H 1.2140 -1.8214 0.6061
H -0.6381 1.8858 0.4682
H 1.4397 -0.4555 1.4783
H 0.7659 1.8183 -0.6605
H 1.3548 2.5073 1.5369
H -1.9672 -1.0845 -2.5332
H -2.1686 0.0220 0.6573
H -0.2179 -0.2872 -2.6217
H -1.5616 -1.7272 1.0759

- Highest occupied orbital energy: -12.88 eV
- Net charge: +1



#b
2 unconnected molecules or ions with the total composition C5H10NO, computed with the ωB97M-V functional and the def2-TZVPD basis.

Geometry (Å):
O 0.4114 0.0424 0.4530
N -2.5466 1.4720 -1.1758
C 0.1094 1.4613 -1.3031
C 0.2058 -1.1560 1.2460
C 1.5752 -1.4354 1.7222
C -3.5408 1.3893 -1.7259
C -0.0953 0.2541 -0.6470
H -4.4026 1.3173 -2.2770
H -0.7498 -0.3825 -1.1596
H 0.4747 2.2173 -0.6110
H -0.3682 -1.9389 0.6622
H 1.9574 -0.4407 1.9550
H 1.5683 -2.1569 2.5438
H -0.8125 1.7644 -1.8017
H 2.1479 -1.7990 0.8793
H 0.8251 1.2366 -2.1215
H -0.6590 -0.9636 2.0060

- Highest occupied orbital energy: -16.12 eV
- Net charge: +1



Which of them is the most stable? Correct choice: #b.



#a
2 unconnected molecules or ions with the total composition C5H10NO, computed with the ωB97M-V functional and the def2-TZVPD basis.

Geometry (Å):
O -1.4918 0.2188 1.0932
N -0.6245 -0.5375 0.3541
C 2.1286 0.7263 -1.0016
C -0.8450 -1.0259 -0.8032
C 2.8552 -0.2088 1.3384
C 2.4709 0.0923 0.2743
C -2.8281 0.4584 0.6595
H -2.9717 0.9007 -0.2644
H -0.0933 -1.6337 -1.3438
H -3.4947 -0.4318 0.6535
H -1.7958 -0.9794 -1.4703
H -3.2114 1.0738 1.5003
H 1.6980 0.0539 -1.7691
H 1.4736 1.5378 -0.7672
H 3.2237 -0.6795 2.2430
H 3.1621 1.0772 -1.4782
H 0.3441 -0.6425 0.7812

- Highest occupied orbital energy: -14.11 eV
- Net charge: +1



#b
A molecular structure, C5H10NO, computed with the ωB97M-V functional and the def2-TZVPD basis.

Geometry (Å):
O -1.6696 -1.0242 -0.6986
N 1.5479 -0.8726 -0.4598
C -1.5004 0.0884 0.1894
C -0.7205 1.3091 -0.5041
C -0.4753 -0.3644 1.2946
C 1.1317 0.2314 0.4085
C 0.5885 1.3269 -0.3445
H 2.0351 -1.6478 -0.0744
H 1.2858 1.9603 -0.8805
H 1.7200 0.4434 1.3107
H -0.6828 0.2672 2.1943
H -2.4001 -0.8356 -1.3043
H -0.2083 -1.4523 1.3761
H 0.6315 -1.2735 -0.7239
H -2.4269 0.4451 0.7006
H 2.1918 -0.4996 -1.1569
H -1.0483 1.8984 -1.3273

- Highest occupied orbital energy: -14.46 eV
- Net charge: +1



#c
A gas-phase ion, C5H10NO (charge +1), computed with the ωB97M-V functional and the def2-TZVPD basis.

Geometry (Å):
O 1.5274 -1.2903 -0.0105
N -1.2724 -0.9906 1.2405
C -0.8930 -0.0558 0.4025
C 2.1079 -0.0398 -0.2847
C 1.3481 1.0384 -0.0642
C -1.1250 -0.1491 -1.0520
C -0.0188 1.1152 0.6393
H 2.2410 -1.9331 0.0111
H 1.7977 2.1060 -0.2591
H -1.9926 -1.6797 1.1125
H 0.0808 1.2279 1.6743
H -0.4226 0.6645 -1.5259
H -0.8184 -1.1872 -1.3596
H 3.0091 -0.1713 -0.8421
H -0.9608 -1.1132 2.1743
H -0.6195 1.9148 0.1537
H -2.2449 -0.1032 -1.4256

- Highest occupied orbital energy: -13.30 eV
- Net charge: +1
- SMILES string: CC(=[NH2+])C/C=C\O



Which of them is the most stable? Correct choice: #c.